Density functional theory data (ωB97M-V/def2-TZVPD) for one molecule with the formula C5H11NO2 in a non-equilibrium geometry.

Properties
LUMO level (alpha / beta), eV: 0.61 / 0.45
Orbital gap (alpha / beta), eV: 7.625 / 7.058

Positions of all 19 atoms, in Å:
C: -0.703184 -1.058786 -0.679972
C: -0.280880 1.260470 -0.180161
C: -1.382563 -1.603304 0.527972
C: 1.796393 -0.520227 0.242650
N: -1.203579 1.891963 -1.020614
C: 0.440715 -0.267731 -0.723844
O: 2.637230 0.551075 0.133049
O: 1.560706 -0.910857 1.523249
H: 1.635254 -0.149629 2.134536
H: 3.419760 0.494963 0.705938
H: -1.071269 -1.408679 -1.637370
H: -0.905920 2.763236 -1.426776
H: -2.065895 1.389076 -1.166259
H: 0.848507 -0.060567 -1.706626
H: 0.638843 1.845696 -0.112773
H: -0.662159 1.043902 0.818546
H: -2.421334 -1.846152 0.293128
H: -1.407512 -0.914124 1.378817
H: -0.873113 -2.500326 0.896511

Atoms 1-6, force components in eV/Å:
C -1.3 -2.1 -0.6
C 2.5 -1.0 0.1
C 0.0 0.2 0.1
C -2.3 0.4 -1.2
N 0.3 -0.5 0.3
C 2.1 2.9 2.1

Density functional theory data (ωB97M-V/def2-TZVPD) for C5H9O3Y as an isolated structure in a non-equilibrium geometry.

Properties
Net charge: +2
LUMO level (alpha / beta), eV: -10.95 / -10.95
Orbital gap (alpha / beta), eV: 3.924 / 3.923

Positions of all 18 atoms, in Å:
O: -0.754013 1.271763 1.737062
C: 0.039367 0.484145 0.948402
C: 1.437986 1.085917 0.733730
O: 1.446406 0.964829 -0.691475
C: 0.066043 1.067024 -0.911403
C: -0.553017 0.000478 -1.661619
O: -0.867747 -0.929655 -0.186894
C: -0.237568 -2.185327 -0.164777
Y: -2.696446 1.839094 2.348455
H: 0.249766 -0.436323 1.530839
H: 2.255899 0.495510 1.167341
H: 1.455731 2.139171 1.058521
H: -0.353426 2.076523 -1.012359
H: -1.418190 0.331151 -2.252888
H: 0.161169 -0.629457 -2.212814
H: -0.647784 -2.755112 0.677052
H: -0.433109 -2.748253 -1.093853
H: 0.848933 -2.071476 -0.013320

Atoms 1-6, force components in eV/Å:
O -5.1 1.6 1.4
C 1.8 1.1 1.6
C 0.2 0.3 -0.7
O -0.3 0.4 -0.5
C 0.9 -0.2 1.6
C 0.2 -1.5 1.6

In order of appearance, ΔE to the lowest compared entry with this formula, charge and spin = 127.0, 161.8 kcal/mol.